No. 1
Computed, not measured: C35H40BFeN12OP as an isolated structure, with the ωB97M-V functional and the def2-TZVPD basis.

Each line ends with the Löwdin charge.
Positions of all 91 atoms, in Å:
Fe: -0.183 0.491 -0.566  0.64
O: 0.496 0.031 2.284  -0.07
N: 1.210 0.096 1.069  -0.07
C: 2.425 -0.247 1.240  -0.06
C: 3.515 -0.272 0.255  -0.19
C: 4.746 -0.642 0.808  -0.03
C: 5.905 -0.647 0.053  -0.04
C: 5.850 -0.268 -1.277  -0.03
C: 4.636 0.101 -1.838  -0.07
C: 3.456 0.097 -1.101  -0.28
P: 1.917 0.590 -1.967  1.09
C: 1.808 -0.586 -3.347  -0.36
C: 2.475 -1.807 -3.358  -0.09
C: 2.290 -2.691 -4.413  -0.07
C: 1.438 -2.363 -5.456  -0.06
C: 0.757 -1.152 -5.443  -0.06
C: 0.934 -0.270 -4.390  -0.11
C: 2.378 2.181 -2.712  -0.36
C: 2.271 3.304 -1.891  -0.12
C: 2.643 4.555 -2.353  -0.07
C: 3.111 4.696 -3.653  -0.06
C: 3.213 3.587 -4.479  -0.05
C: 2.853 2.330 -4.011  -0.08
H: -0.169 0.728 2.153  0.05
H: 2.713 -0.513 2.256  0.14
H: 4.793 -0.919 1.854  0.12
H: 6.845 -0.934 0.505  0.12
H: 6.748 -0.255 -1.880  0.12
H: 4.604 0.398 -2.879  0.12
H: 3.148 -2.072 -2.553  0.10
H: 2.819 -3.634 -4.420  0.11
H: 1.304 -3.050 -6.282  0.11
H: 0.085 -0.895 -6.250  0.12
H: 0.393 0.669 -4.382  0.11
H: 1.897 3.188 -0.878  0.08
H: 2.565 5.420 -1.708  0.11
H: 3.394 5.672 -4.023  0.11
H: 3.576 3.697 -5.492  0.11
H: 2.937 1.470 -4.664  0.11
B: -2.359 -0.435 -3.157  -0.41
N: -1.887 1.054 -3.013  -0.07
C: -2.374 1.991 -3.840  -0.08
C: -1.992 3.239 -3.386  -0.03
C: -1.250 2.966 -2.243  -0.15
N: -1.196 1.650 -2.017  -0.05
N: -1.452 -1.500 -2.435  -0.06
C: -1.499 -2.795 -2.757  -0.07
C: -0.706 -3.514 -1.874  -0.04
C: -0.184 -2.548 -1.025  -0.16
N: -0.645 -1.339 -1.369  -0.08
H: -3.477 -0.531 -2.700  0.07
H: -2.334 -0.703 -4.329  0.08
H: -2.969 1.706 -4.691  0.13
H: -2.205 4.196 -3.826  0.10
H: -0.723 3.651 -1.597  0.09
H: -2.088 -3.124 -3.598  0.13
H: -0.510 -4.572 -1.883  0.10
H: 0.499 -2.643 -0.196  0.10
N: -1.237 4.322 1.496  0.06
C: -0.237 3.483 1.233  -0.12
N: -0.737 2.304 0.904  0.06
C: -2.087 2.501 0.988  -0.31
N: -2.428 3.712 1.351  0.16
C: -3.028 1.417 0.696  -0.19
C: -4.405 1.576 0.790  -0.04
N: -5.234 0.576 0.520  0.12
C: -4.686 -0.572 0.144  -0.09
C: -3.310 -0.735 0.046  -0.12
N: -2.475 0.260 0.327  0.10
H: -1.198 5.290 1.777  0.18
H: 0.806 3.751 1.291  0.14
H: -4.832 2.524 1.091  0.13
H: -5.358 -1.385 -0.104  0.12
H: -2.874 -1.668 -0.289  0.10
N: -2.042 -4.685 4.435  0.06
C: -1.097 -3.573 4.822  -0.09
C: -0.233 -3.220 3.615  -0.19
N: -0.999 -2.907 2.427  -0.05
C: -1.947 -3.945 2.085  -0.20
C: -2.879 -4.324 3.232  -0.09
H: -2.645 -4.922 5.223  0.19
H: -1.499 -5.525 4.222  0.18
H: -0.512 -3.918 5.672  0.14
H: -1.722 -2.735 5.129  0.14
H: 0.431 -4.063 3.393  0.13
H: 0.399 -2.372 3.875  0.12
H: -1.405 -1.981 2.464  0.10
H: -1.388 -4.834 1.770  0.13
H: -2.547 -3.640 1.229  0.12
H: -3.508 -5.181 2.997  0.14
H: -3.507 -3.487 3.536  0.14

As for the expectation value of S²: 6.012. As for the relative energy (zero: lowest compared OMol25 entry of this formula, charge and spin): 0.0 kJ/mol. Its multiplicity is 5. As for the LUMO energy (alpha / beta): -0.173 / -0.181 hartree. Its orbital gap (alpha / beta) is 0.283 / 0.287 hartree. The charge is +2.

---

No. 2
Computed, not measured: a 8-piece molecular cluster, C35H40BrF7N3O21 overall at a distorted geometry, with the ωB97M-V functional and the def2-TZVPD basis.

Each line ends with the Löwdin charge.
Positions of all 107 atoms, in Å:
C: 1.301 0.140 2.629  -0.02
C: 1.214 -1.144 1.870  -0.20
C: 2.076 -1.387 0.797  -0.02
C: 2.056 -2.599 0.088  -0.06
C: 1.132 -3.582 0.423  -0.08
C: 0.253 -3.354 1.486  -0.05
C: 0.296 -2.159 2.217  -0.18
C: -0.643 -2.046 3.388  -0.05
C: -0.313 -3.021 4.446  -0.25
N: 0.881 -3.392 4.819  0.23
N: 0.689 -4.314 5.814  -0.01
C: 1.808 -4.962 6.493  -0.13
C: 3.142 -4.353 6.157  -0.28
C: 4.194 -5.001 7.036  -0.61
Br: 4.297 -4.151 8.759  0.69
C: -0.596 -4.520 6.039  -0.24
C: -1.193 -5.447 7.004  0.05
N: -1.225 -3.708 5.192  0.23
H: 0.343 0.444 3.019  0.07
H: 2.034 0.077 3.423  0.10
H: 1.605 0.944 1.972  0.08
H: 2.816 -0.662 0.506  0.11
H: 2.759 -2.772 -0.707  0.10
H: 1.087 -4.517 -0.104  0.10
H: -0.458 -4.120 1.757  0.11
H: -0.574 -1.069 3.843  0.12
H: -1.667 -2.192 3.067  0.13
H: 1.648 -4.875 7.559  0.12
H: 1.804 -6.005 6.206  0.12
H: 3.395 -4.505 5.118  0.11
H: 3.124 -3.296 6.372  0.10
H: 5.170 -4.923 6.592  0.06
H: 3.979 -6.041 7.235  0.06
H: -1.191 -6.455 6.614  0.11
H: -2.194 -5.138 7.265  0.10
H: -0.603 -5.448 7.910  0.10
H: -2.224 -3.625 5.093  0.19
C: 0.883 1.272 -3.599  -0.04
C: 1.799 0.200 -3.047  -0.31
O: 2.456 0.887 -2.002  0.12
C: 1.632 1.870 -1.550  -0.54
O: 1.822 2.442 -0.528  0.17
O: 0.626 2.067 -2.420  0.09
F: 2.714 -0.226 -3.951  0.08
H: 1.385 1.883 -4.344  0.12
H: -0.036 0.884 -4.007  0.13
H: 1.286 -0.671 -2.634  0.17
C: 1.871 -6.399 2.516  -0.07
C: 2.052 -7.752 3.175  -0.30
O: 0.903 -8.447 2.748  0.13
C: 0.496 -7.924 1.547  -0.53
O: -0.288 -8.412 0.818  0.21
O: 1.128 -6.737 1.350  0.05
F: 2.052 -7.652 4.536  0.05
H: 1.272 -5.739 3.148  0.12
H: 2.799 -5.901 2.248  0.15
H: 2.941 -8.301 2.865  0.18
C: 2.210 4.100 -7.884  -0.03
C: 1.024 4.952 -8.299  -0.30
O: -0.053 4.292 -7.644  0.14
C: 0.436 3.664 -6.551  -0.56
O: -0.222 3.225 -5.666  0.17
O: 1.780 3.608 -6.605  0.07
F: 0.812 4.941 -9.632  0.09
H: 2.339 3.263 -8.571  0.15
H: 3.141 4.650 -7.789  0.14
H: 1.061 5.987 -7.958  0.18
C: 2.225 5.355 0.592  -0.04
C: 2.650 5.463 2.041  -0.31
O: 3.953 6.007 1.932  0.13
C: 4.021 6.731 0.777  -0.56
O: 4.882 7.497 0.512  0.18
O: 2.959 6.445 -0.002  0.08
F: 2.719 4.262 2.667  0.07
H: 2.553 4.416 0.158  0.11
H: 1.159 5.479 0.445  0.12
H: 2.037 6.131 2.649  0.17
C: -3.122 5.365 1.540  -0.05
C: -2.090 5.691 0.480  -0.30
O: -0.930 5.056 1.003  0.10
C: -1.335 3.999 1.765  -0.55
O: -0.604 3.138 2.123  0.17
O: -2.647 4.102 2.040  0.08
F: -1.847 7.021 0.390  0.08
H: -3.078 6.097 2.348  0.15
H: -4.131 5.291 1.155  0.13
H: -2.309 5.304 -0.511  0.16
C: -3.833 1.840 -3.421  -0.03
C: -3.967 0.725 -2.398  -0.30
O: -3.699 1.399 -1.181  0.14
C: -4.050 2.701 -1.347  -0.54
O: -4.198 3.472 -0.456  0.17
O: -4.238 2.976 -2.643  0.10
F: -3.059 -0.275 -2.554  0.07
H: -2.798 1.971 -3.739  0.15
H: -4.465 1.716 -4.287  0.10
H: -4.956 0.270 -2.343  0.17
C: -4.943 1.946 -8.713  -0.04
C: -5.077 0.791 -7.739  -0.31
O: -4.801 1.418 -6.494  0.10
C: -5.161 2.740 -6.607  -0.54
O: -5.305 3.471 -5.690  0.19
O: -5.336 3.057 -7.901  0.09
F: -4.161 -0.182 -7.958  0.08
H: -3.905 2.066 -9.025  0.15
H: -5.586 1.866 -9.583  0.14
H: -6.067 0.337 -7.698  0.17

As for the LUMO energy: -0.092 hartree. Its orbital gap is 0.326 hartree. The charge is +1.

---

> What is the charge in the second record?

+1

---

> Among the records above, which one has the lowest charge?

C35H40BrF7N3O21

---

> Number 1 is which compound?

C35H40BFeN12OP